ORCA calculation (ωB97M-V with the def2-TZVPD basis set) on an isolated molecule of C5H7NO.

Each line ends with the Mulliken charge.
Positions of all 14 atoms, in Å:
1 C -1.67 -1.05 0.17  -1.181
2 C -0.27 -0.55 0.15  0.262
3 O 0.74 -1.46 0.33  -0.383
4 C 1.90 -0.79 0.20  -0.481
5 C 1.69 0.52 -0.02  -0.501
6 C 0.26 0.68 -0.11  0.756
7 N -0.37 1.83 -0.59  -0.565
8 H -2.37 -0.20 0.18  0.298
9 H -1.90 -1.67 -0.70  0.264
10 H -1.88 -1.65 1.07  0.302
11 H 2.80 -1.38 0.15  0.414
12 H 2.44 1.29 -0.14  0.364
13 H 0.00 2.69 -0.20  0.235
14 H -1.38 1.80 -0.53  0.216

- Structure (SMILES): Cc1occc1N
- Lowest unoccupied orbital energy: 1.04 eV
- HOMO level: -7.7 eV

=====

ORCA calculation (ωB97M-V with the def2-TZVPD basis set) on a structure of composition C31H34KN2O2Se4Te.

Each line ends with the Mulliken spin population.
Positions of all 75 atoms, in Å:
1 K 2.18 -1.65 0.05  -0.006
2 O 2.92 -0.67 2.17  0.000
3 C 2.96 0.73 1.99  -0.015
4 C 4.37 1.30 1.83  -0.001
5 C 5.21 0.65 0.73  -0.001
6 C 4.75 0.97 -0.67  0.005
7 C 5.27 2.05 -1.38  0.000
8 C 4.81 2.31 -2.66  -0.001
9 C 3.84 1.48 -3.20  -0.001
10 C 3.36 0.44 -2.42  -0.002
11 N 3.80 0.19 -1.19  0.001
12 H 3.70 -1.00 2.69  0.000
13 H 2.47 1.24 2.84  0.001
14 H 2.34 0.95 1.11  0.009
15 H 4.90 1.15 2.78  0.000
16 H 4.28 2.38 1.67  0.000
17 H 5.21 -0.43 0.86  0.000
18 H 6.24 0.99 0.84  0.000
19 H 6.03 2.67 -0.93  0.000
20 H 5.20 3.14 -3.23  0.000
21 H 3.44 1.65 -4.19  0.000
22 H 2.58 -0.21 -2.80  0.000
23 Se 5.49 -2.23 3.24  0.000
24 Se 5.54 -3.19 1.10  0.000
25 Se 3.93 -4.93 1.06  0.000
26 Se 2.65 -4.62 -0.88  0.000
27 C -6.53 -4.73 -0.90  0.001
28 C -5.28 -3.90 -0.84  -0.006
29 C -4.28 -4.17 0.08  0.009
30 C -3.12 -3.40 0.16  -0.021
31 C -2.06 -3.79 1.16  0.015
32 C -2.97 -2.30 -0.70  0.129
33 Te -1.09 -1.10 -0.67  0.231
34 N 0.22 0.72 -0.87  0.622
35 C -0.43 1.79 -1.28  -0.056
36 O -1.60 1.89 -1.75  0.007
37 C 0.36 3.10 -1.17  0.006
38 C 1.68 3.15 -0.73  0.018
39 C 2.33 4.37 -0.62  0.000
40 C 1.68 5.55 -0.95  -0.006
41 C 0.37 5.50 -1.39  0.004
42 C -0.29 4.28 -1.51  -0.013
43 C -1.57 -0.33 1.26  0.040
44 C -0.65 -0.57 2.27  -0.013
45 C -0.85 -0.09 3.55  0.004
46 C -1.99 0.65 3.83  -0.002
47 C -2.90 0.90 2.82  0.001
48 C -2.71 0.43 1.52  -0.011
49 C -3.71 0.79 0.45  0.012
50 C -3.96 -2.02 -1.64  -0.031
51 C -3.86 -0.88 -2.63  0.041
52 C -5.10 -2.82 -1.69  0.016
53 H -6.47 -5.58 -0.22  0.000
54 H -6.69 -5.13 -1.91  0.000
55 H -7.41 -4.15 -0.63  -0.001
56 H -4.39 -5.02 0.75  0.002
57 H -2.35 -4.69 1.69  0.000
58 H -1.91 -3.00 1.89  -0.005
59 H -1.10 -3.97 0.67  -0.004
60 H 2.18 2.23 -0.47  0.032
61 H 3.36 4.39 -0.27  0.000
62 H 2.19 6.50 -0.86  0.000
63 H -0.15 6.42 -1.65  0.000
64 H -1.31 4.21 -1.85  -0.001
65 H 0.25 -1.14 2.07  -0.002
66 H -0.11 -0.29 4.32  0.000
67 H -2.16 1.03 4.83  0.000
68 H -3.79 1.50 3.03  0.000
69 H -4.39 1.57 0.82  0.000
70 H -4.31 -0.07 0.17  -0.002
71 H -3.19 1.16 -0.44  -0.001
72 H -3.14 -0.12 -2.33  -0.005
73 H -4.83 -0.40 -2.75  0.002
74 H -3.56 -1.26 -3.61  0.002
75 H -5.88 -2.58 -2.42  -0.002

- Net charge: -2
- 2S+1: 2
- Lowest unoccupied orbital energy (spin up / spin down): 3.88 / 3.86 eV
- HOMO level (spin up / spin down): -0.9 / -0.9 eV

=====

It is found that the energy relative to the best compared isomer or geometry (same formula, charge and spin) values, taken in the order of the records, are 18.3, 0.0 kcal/mol.
It is found that the molar mass values, taken in the order of the records, are 97.12, 949.16 g/mol.